1.
{"formula": "C4H7BClN2O2", "method": "ωB97M-V/def2-TZVPD", "gap_ev": [7.526, 7.528], "charge": 1, "smiles": "C=[NH+]/C=N\\C=C(\\Cl)B(O)O", "spin_multiplicity": 1, "homo_ha": [-0.4713, -0.4713], "de_lowest_ev": 0.121, "e_tot_ha": -901.40436, "elements": ["B", "C", "C", "C", "C", "N", "N", "O", "O", "Cl", "H", "H", "H", "H", "H", "H", "H"], "positions_angstrom": [[1.327, 1.127, 0.424], [0.374, -1.226, 0.819], [-1.856, -0.660, 0.660], [-1.065, -0.269, -1.570], [1.177, -0.410, 0.128], [-0.812, -0.928, 1.242], [-2.011, -0.723, -0.770], [0.227, 1.873, 0.253], [2.621, 1.456, 0.480], [2.633, -1.265, -0.378], [0.755, -2.202, 1.063], [-2.701, -0.291, 1.321], [-0.572, 0.549, -1.311], [-0.920, -0.623, -2.526], [-2.618, -1.446, -1.219], [0.359, 2.777, 0.536], [3.083, 2.260, 0.847]], "forces_ev_per_angstrom": [[0.939, -0.657, -1.814], [1.561, -1.222, -1.297], [-3.211, 1.619, 1.167], [-2.534, -2.147, 1.673], [1.537, -0.690, -0.172], [-0.980, 0.143, 2.096], [0.875, -0.719, -1.951], [-0.816, 0.535, 0.687], [1.426, 1.657, 1.361], [-0.117, 0.412, -0.108], [-0.140, -0.495, 0.177], [0.507, -0.741, -1.484], [2.107, 3.360, 1.390], [-0.125, -1.081, -2.007], [0.393, 0.589, 1.057], [-0.209, 0.607, -0.057], [-1.213, -1.170, -0.716]], "nbo_charge": [1.06, -0.01, 0.28, 0.15, -0.36, -0.31, -0.50, -0.89, -0.88, 0.04, 0.26, 0.23, 0.22, 0.22, 0.45, 0.51, 0.54]}

---

2.
{"formula": "C18H9F6IrN5O12S3", "method": "ωB97M-V/def2-TZVPD", "gap_ev": [7.888, 4.473], "spin_multiplicity": 2, "homo_ha": [-0.3510, -0.3510], "s2": 0.7655, "de_lowest_ev": 0.000, "e_tot_ha": -3766.01209, "elements": ["Ir", "O", "C", "C", "C", "N", "C", "C", "C", "O", "O", "C", "O", "O", "H", "H", "H", "F", "C", "F", "F", "S", "O", "O", "N", "S", "O", "O", "C", "F", "F", "F", "O", "S", "O", "O", "C", "N", "C", "C", "C", "N", "C", "C", "C", "N", "C", "C", "H", "H", "H", "H", "H", "H"], "positions_angstrom": [[-1.838, -1.380, 0.703], [-2.273, -4.588, -4.300], [-2.263, -3.829, -3.199], [-2.363, -2.428, -3.253], [-2.321, -1.749, -2.059], [-2.120, -2.424, -0.923], [-2.216, -3.745, -0.821], [-2.261, -4.503, -1.965], [-2.522, -4.158, 0.617], [-2.822, -5.278, 0.911], [-2.585, -3.098, 1.411], [-2.823, -0.335, -1.682], [-2.947, 0.548, -2.480], [-3.264, -0.299, -0.423], [-2.334, -4.043, -5.094], [-2.533, -1.884, -4.173], [-2.345, -5.578, -1.905], [1.575, -0.277, 3.293], [0.455, 0.270, 3.752], [0.666, 0.746, 4.967], [0.130, 1.281, 2.948], [-0.963, -0.976, 3.812], [-1.774, -0.537, 2.653], [-1.573, -0.774, 5.074], [-0.403, -2.425, 3.680], [0.270, -3.058, 2.414], [-0.183, -4.370, 2.117], [0.292, -2.084, 1.299], [2.071, -3.310, 2.896], [2.240, -4.582, 3.210], [2.833, -3.010, 1.847], [2.430, -2.567, 3.929], [5.153, 3.070, -2.643], [4.807, 4.460, -2.803], [5.796, 5.401, -2.344], [4.213, 4.784, -4.095], [3.202, 4.759, -1.690], [2.958, 6.019, -1.387], [1.849, 6.199, -0.665], [1.026, 5.146, -0.297], [1.394, 3.865, -0.698], [2.521, 3.677, -1.413], [0.622, 2.645, -0.388], [-0.654, 2.685, 0.170], [-1.313, 1.506, 0.428], [-0.761, 0.310, 0.172], [0.464, 0.260, -0.375], [1.178, 1.397, -0.672], [1.619, 7.219, -0.381], [0.135, 5.330, 0.284], [-1.158, 3.615, 0.388], [-2.314, 1.497, 0.834], [0.868, -0.724, -0.564], [2.159, 1.325, -1.119]], "forces_ev_per_angstrom": [[0.536, 0.496, -0.291], [0.017, -0.092, -0.255], [-0.089, 0.002, 0.350], [-0.071, 0.079, 0.221], [-0.244, 0.061, 0.673], [0.655, 0.434, -0.565], [0.138, -0.018, 0.011], [-0.083, 0.127, -0.223], [-0.273, 0.692, 0.178], [0.116, -0.306, -0.065], [-0.364, -0.647, -0.186], [-0.533, -0.564, 0.233], [0.090, 0.305, -0.355], [0.911, -0.639, 0.265], [0.012, -0.024, 0.031], [-0.014, -0.060, -0.061], [-0.015, -0.004, -0.054], [-0.006, 0.037, -0.076], [-0.058, -0.120, 0.066], [0.079, -0.037, 0.038], [-0.028, 0.079, 0.025], [-0.344, 0.210, -0.250], [0.181, 0.034, 0.133], [-0.015, 0.021, 0.084], [0.304, 0.037, 0.127], [-0.183, -0.121, 0.139], [0.205, -0.001, 0.080], [-0.740, -0.173, -0.008], [-0.081, 0.046, -0.074], [-0.009, -0.030, -0.027], [0.028, 0.030, -0.016], [0.017, -0.010, 0.042], [0.449, -0.113, -0.487], [-3.985, 0.742, 2.759], [0.537, 0.010, -0.500], [0.920, -0.139, -0.771], [2.092, -0.327, -1.050], [-0.124, -0.224, 0.161], [0.157, -0.087, -0.199], [-0.013, -0.152, 0.010], [0.394, 0.326, -0.271], [-0.273, 0.208, 0.251], [-0.226, -0.325, 0.069], [0.309, 0.065, -0.160], [0.063, -0.155, -0.046], [-0.148, 0.229, -0.197], [-0.226, -0.061, 0.097], [-0.062, 0.228, 0.089], [-0.020, -0.009, -0.002], [0.035, -0.006, 0.013], [0.004, 0.018, 0.011], [0.027, -0.042, 0.005], [-0.034, -0.038, 0.015], [-0.016, 0.006, 0.012]], "nbo_charge": [1.31, -0.63, 0.37, -0.30, 0.13, -0.39, 0.13, -0.26, 0.76, -0.55, -0.71, 0.75, -0.57, -0.66, 0.49, 0.25, 0.27, -0.31, 0.74, -0.29, -0.31, 2.26, -0.95, -0.86, -1.19, 2.24, -0.87, -0.96, 0.76, -0.29, -0.31, -0.30, -0.72, 2.28, -0.71, -0.68, 0.21, -0.43, 0.09, -0.27, 0.21, -0.45, -0.02, -0.22, 0.09, -0.44, 0.05, -0.16, 0.21, 0.23, 0.23, 0.25, 0.23, 0.25]}

---

3.
{"formula": "C32H55MoN8O8PSSe2", "method": "ωB97M-V/def2-TZVPD", "gap_ev": 4.668, "spin_multiplicity": 1, "homo_ha": -0.2266, "de_lowest_ev": 3.156, "e_tot_ha": -7902.81909, "elements": ["Mo", "O", "C", "C", "C", "O", "C", "Se", "C", "Se", "H", "H", "H", "H", "H", "H", "H", "H", "H", "H", "C", "C", "N", "C", "S", "N", "C", "C", "H", "H", "H", "H", "H", "H", "H", "H", "H", "H", "H", "H", "N", "P", "N", "C", "C", "C", "C", "C", "N", "C", "C", "C", "C", "C", "N", "C", "C", "C", "C", "C", "H", "H", "H", "H", "H", "H", "H", "H", "H", "H", "H", "H", "H", "H", "H", "H", "H", "H", "H", "H", "H", "H", "H", "H", "H", "H", "H", "H", "H", "H", "O", "C", "O", "C", "C", "C", "C", "C", "C", "N", "O", "O", "N", "O", "O", "H", "H", "H"], "positions_angstrom": [[0.075, -0.337, 0.555], [-2.391, -0.098, 2.601], [-2.607, -1.114, 3.548], [-1.986, -2.429, 3.055], [-2.496, -3.543, 4.014], [-1.795, -4.752, 3.913], [-2.471, -2.775, 1.649], [-1.981, -1.559, 0.121], [-0.456, -2.417, 3.173], [0.422, -0.657, 2.943], [-2.763, 0.728, 2.930], [-3.684, -1.262, 3.709], [-2.129, -0.856, 4.504], [-3.570, -3.702, 3.856], [-2.347, -3.207, 5.044], [-1.984, -5.159, 3.059], [-3.564, -2.792, 1.629], [-2.092, -3.755, 1.347], [-0.014, -3.079, 2.425], [-0.170, -2.770, 4.167], [-1.061, 3.447, -3.231], [0.017, 4.122, -2.395], [0.949, 3.114, -1.914], [1.417, 2.901, -0.678], [2.078, 1.357, -0.361], [1.516, 3.848, 0.253], [1.631, 5.284, 0.063], [0.500, 6.050, 0.735], [-1.817, 4.171, -3.514], [-1.553, 2.670, -2.650], [-0.636, 3.005, -4.130], [-0.445, 4.623, -1.544], [0.557, 4.859, -3.004], [1.038, 2.312, -2.528], [1.753, 3.498, 1.178], [1.667, 5.496, -1.006], [2.586, 5.591, 0.502], [-0.457, 5.822, 0.275], [0.679, 7.118, 0.647], [0.438, 5.793, 1.789], [1.173, -1.601, -0.078], [2.481, -2.339, -0.568], [2.259, -3.983, -0.379], [0.970, -4.559, -0.062], [1.053, -5.392, 1.218], [2.119, -6.475, 1.058], [3.458, -5.834, 0.695], [3.313, -4.957, -0.550], [2.795, -1.941, -2.163], [1.599, -2.071, -2.999], [1.925, -1.746, -4.449], [2.925, -2.760, -5.022], [3.887, -3.250, -3.932], [4.052, -2.184, -2.852], [3.879, -1.998, 0.298], [3.700, -2.199, 1.734], [5.072, -2.384, 2.372], [5.947, -1.159, 2.118], [5.999, -0.854, 0.624], [4.579, -0.738, 0.074], [0.644, -5.207, -0.889], [0.251, -3.736, 0.032], [0.080, -5.842, 1.426], [1.316, -4.747, 2.059], [1.816, -7.161, 0.264], [2.216, -7.045, 1.985], [4.207, -6.606, 0.507], [3.800, -5.219, 1.528], [3.083, -5.596, -1.415], [4.243, -4.421, -0.748], [0.840, -1.380, -2.602], [1.186, -3.090, -2.942], [2.339, -0.738, -4.498], [1.003, -1.753, -5.032], [3.484, -2.295, -5.835], [2.388, -3.612, -5.444], [4.862, -3.491, -4.358], [3.495, -4.156, -3.467], [4.395, -1.250, -3.318], [4.799, -2.494, -2.122], [3.070, -3.078, 1.899], [3.188, -1.332, 2.183], [5.546, -3.268, 1.942], [4.955, -2.544, 3.443], [6.952, -1.332, 2.507], [5.530, -0.300, 2.645], [6.533, -1.647, 0.099], [6.526, 0.085, 0.452], [4.582, -0.508, -0.990], [4.063, 0.083, 0.592], [0.687, 2.068, 2.400], [-0.396, 2.139, 1.812], [-0.680, 1.280, 0.885], [-1.381, 3.190, 2.112], [-2.231, 3.647, 1.110], [-3.112, 4.698, 1.388], [-3.211, 5.230, 2.672], [-2.361, 4.750, 3.663], [-1.417, 3.756, 3.386], [-2.430, 5.291, 4.983], [-1.662, 4.834, 5.821], [-3.249, 6.174, 5.205], [-3.861, 5.263, 0.323], [-3.494, 4.991, -0.824], [-4.790, 6.015, 0.594], [-2.199, 3.210, 0.122], [-3.922, 6.015, 2.885], [-0.734, 3.426, 4.152]], "forces_ev_per_angstrom": [[0.655, -4.017, -0.831], [-0.783, 0.566, 0.145], [0.072, -0.452, 0.247], [-0.102, -0.037, 0.177], [-0.268, 0.686, -0.106], [0.219, -0.555, -0.163], [-0.034, 0.470, -0.521], [-0.124, -0.828, 0.488], [0.114, 0.410, 0.038], [0.342, -1.295, 0.214], [-0.083, -0.099, 0.107], [0.016, -0.027, 0.088], [-0.111, -0.032, 0.022], [-0.014, 0.050, 0.036], [-0.042, 0.020, 0.009], [0.000, 0.094, 0.062], [0.006, -0.138, 0.060], [-0.057, 0.024, 0.060], [-0.031, 0.041, 0.173], [0.046, -0.024, -0.088], [0.041, 0.137, 0.209], [-0.041, 0.157, -0.097], [-0.238, 0.193, -0.210], [0.873, -0.740, -0.142], [0.111, -0.004, -0.214], [-0.352, 0.218, 0.106], [-0.194, 0.188, 0.016], [0.186, -0.011, -0.176], [-0.066, 0.100, -0.141], [-0.035, -0.125, 0.032], [-0.002, -0.052, -0.085], [0.078, 0.049, -0.028], [-0.174, 0.046, 0.178], [0.128, 0.037, 0.372], [0.022, -0.120, -0.298], [0.077, 0.015, 0.107], [-0.048, -0.006, -0.149], [-0.151, -0.023, -0.060], [-0.025, 0.165, 0.042], [0.001, -0.014, 0.169], [1.921, -1.074, -1.043], [0.451, -0.112, 0.020], [-0.003, 0.840, -0.013], [-0.574, 0.173, 0.360], [0.074, -0.093, -0.305], [0.036, 0.217, 0.191], [-0.148, -0.086, -0.224], [0.372, -0.028, 0.074], [-0.190, -0.027, 0.772], [-0.515, 0.388, -0.096], [0.018, -0.165, 0.059], [-0.030, 0.058, 0.011], [0.046, 0.126, -0.006], [0.301, -0.229, -0.026], [-0.816, -0.188, -0.789], [0.147, -0.240, 0.609], [-0.134, 0.154, 0.060], [0.101, -0.241, -0.125], [-0.203, 0.179, 0.080], [0.398, 0.225, -0.211], [-0.003, 0.036, -0.023], [0.010, -0.241, -0.017], [-0.036, 0.030, 0.048], [-0.074, 0.039, 0.034], [-0.003, -0.107, -0.012], [-0.012, -0.082, -0.088], [0.080, 0.025, 0.029], [0.098, 0.032, 0.045], [0.050, 0.022, -0.022], [0.048, -0.131, -0.059], [0.122, -0.285, -0.180], [-0.051, 0.040, 0.017], [-0.018, 0.084, -0.004], [0.010, 0.073, 0.023], [-0.005, -0.036, -0.044], [0.014, 0.008, -0.044], [0.013, -0.070, 0.013], [0.041, -0.076, 0.053], [0.083, -0.071, 0.102], [0.066, 0.073, -0.036], [0.048, 0.136, 0.042], [0.021, -0.235, -0.136], [0.042, -0.111, 0.006], [-0.020, -0.075, 0.098], [0.016, 0.069, 0.042], [-0.030, 0.064, 0.063], [0.038, -0.055, -0.079], [0.061, 0.028, -0.069], [0.027, 0.084, 0.043], [0.073, -0.136, -0.077], [-1.419, 1.146, 0.068], [2.426, -0.566, 0.677], [-2.519, 5.113, 0.318], [-0.674, 0.516, 0.052], [-0.244, 0.340, 0.226], [1.343, -1.009, 1.528], [-0.032, 0.066, -0.113], [0.285, -0.931, -1.863], [-0.390, 0.275, -0.061], [-0.021, 0.694, 1.879], [-0.476, 0.295, -0.529], [0.411, -0.486, -0.241], [-1.051, 0.975, -1.766], [-0.395, 0.217, 0.930], [0.682, -0.630, -0.167], [0.006, -0.002, 0.025], [0.044, -0.002, 0.009], [0.052, -0.086, 0.016]], "mulliken_charge": [-0.16, -0.04, -1.55, 2.26, -1.35, -0.51, -1.54, -0.45, 0.06, -0.45, 0.09, 0.48, 0.41, 0.38, 0.50, 0.34, 0.50, 0.39, -1.20, 0.78, -1.55, 0.06, -0.13, 0.51, -0.74, 0.10, -0.78, -0.79, 0.40, 0.29, 0.47, -0.01, 0.31, 0.20, 0.27, 0.37, 0.42, 0.08, 0.46, 0.24, 0.60, -1.60, 1.17, -0.58, -0.13, -1.22, -0.49, -0.84, 0.58, -0.23, -1.02, -0.64, -0.70, -0.67, 1.02, 0.58, -1.05, -0.82, -1.10, -0.40, 0.45, -0.14, 0.29, 0.19, 0.39, 0.46, 0.45, 0.12, 0.42, 0.36, 0.08, 0.27, 0.30, 0.46, 0.28, 0.36, 0.46, 0.05, 0.42, 0.46, -0.24, -0.11, 0.28, 0.42, 0.47, 0.28, 0.31, 0.38, 0.64, -0.20, -0.92, 0.94, -0.10, 0.49, -0.04, -0.50, -0.49, -0.50, -0.45, 1.02, -0.61, -0.62, 1.00, -0.59, -0.61, 0.79, 0.64, 0.63]}

---

4.
{"formula": "C3H7N3", "method": "ωB97M-V/def2-TZVPD", "gap_ev": [8.877, 8.879], "spin_multiplicity": 1, "homo_ha": [-0.2968, -0.2968], "de_lowest_ev": 4.197, "e_tot_ha": -282.62001, "elements": ["C", "N", "C", "C", "N", "N", "H", "H", "H", "H", "H", "H", "H"], "positions_angstrom": [[0.596, -1.652, 0.452], [0.010, -0.432, 0.952], [-1.170, 0.886, 0.351], [1.149, 0.888, -0.707], [0.328, 0.673, 0.274], [-1.799, 1.053, -0.732], [-2.702, 1.496, -0.597], [-1.478, 1.142, 1.362], [0.204, -2.474, 1.045], [0.375, -1.799, -0.615], [1.685, -1.644, 0.579], [0.929, 1.716, -1.359], [1.871, 0.146, -1.006]], "forces_ev_per_angstrom": [[0.297, 0.258, 0.247], [0.639, -0.934, 0.633], [0.404, 2.113, -0.340], [-0.468, -0.119, 0.081], [-1.532, -0.983, -0.800], [0.488, 0.127, -0.066], [-0.178, -0.570, 0.236], [0.169, -0.107, -0.152], [-0.060, 0.007, -0.108], [0.004, 0.037, -0.069], [0.044, -0.038, -0.088], [0.065, 0.254, 0.183], [0.129, -0.045, 0.243]], "nbo_charge": [-0.47, -0.31, 0.31, -0.23, -0.13, -0.75, 0.36, 0.19, 0.22, 0.19, 0.19, 0.21, 0.20]}